Record 1
Here is C15H22N5O4S2Ti as an isolated structure from the Open Molecules 2025 dataset. Energies are from ωB97M-V with the def2-TZVPD basis set.

Calculated values
Multiplicity: 2
Kohn-Sham gap (spin up / spin down) (eV): 7.199 / 7.624
<S²>: 0.7543
LUMO level (spin up / spin down) (eV): 0.496 / 0.371

CARTESIAN COORDINATES (ANGSTROEM)
Ti  0.718  -0.085  0.264
S  -0.994  -2.203  0.720
C  0.436  -2.929  0.108
C  0.656  -4.311  -0.044
C  1.851  -4.753  -0.557
C  2.842  -3.835  -0.921
C  2.579  -2.500  -0.737
N  1.416  -2.063  -0.231
H  -0.128  -4.996  0.244
H  2.026  -5.815  -0.680
H  3.787  -4.155  -1.334
H  3.299  -1.734  -0.995
O  1.994  2.578  -0.907
N  2.038  1.669  -0.113
O  2.553  0.520  -0.399
O  1.567  1.747  1.080
S  3.269  -1.219  4.096
C  1.688  -1.799  4.397
C  0.875  -1.477  3.365
N  1.478  -0.750  2.365
C  2.735  -0.532  2.638
H  1.442  -2.349  5.289
H  -0.166  -1.737  3.259
H  3.388  0.028  1.986
C  -1.009  -1.185  -3.027
C  -1.112  0.155  -2.306
C  -0.774  1.307  -3.245
C  -2.504  0.336  -1.711
O  -0.162  0.158  -1.264
H  -1.721  -1.239  -3.853
H  -1.220  -1.994  -2.325
H  -0.001  -1.317  -3.423
H  -1.478  1.346  -4.079
H  0.235  1.185  -3.639
H  -0.816  2.255  -2.704
H  -3.261  0.317  -2.498
H  -2.566  1.295  -1.192
H  -2.708  -0.462  -0.997
C  -0.990  4.486  0.996
N  -1.932  3.414  1.303
C  -3.352  3.718  1.389
C  -1.498  2.175  1.340
N  -1.079  1.098  1.347
H  -1.016  5.240  1.784
H  -1.250  4.953  0.044
H  0.013  4.072  0.924
H  -3.519  4.484  2.146
H  -3.900  2.822  1.668
H  -3.728  4.080  0.429


Record 2
Here is C15H22N7O4PbS3 as an isolated structure from the Open Molecules 2025 dataset. Energies are from ωB97M-V with the def2-TZVPD basis set.

Calculated values
Multiplicity: 1
Kohn-Sham gap (eV): 7.301
Net charge: -1
LUMO level (eV): 2.643

CARTESIAN COORDINATES (ANGSTROEM)
Pb  -1.325  0.554  0.709
S  1.202  0.116  1.696
C  0.463  0.094  3.277
C  1.208  -0.168  4.443
C  0.572  -0.176  5.664
C  -0.793  0.100  5.736
C  -1.454  0.358  4.554
N  -0.859  0.331  3.358
H  2.271  -0.349  4.349
H  1.130  -0.392  6.568
H  -1.321  0.102  6.680
H  -2.512  0.603  4.546
O  -1.482  0.775  -3.545
S  -1.790  1.326  -2.249
O  -2.379  2.755  -2.500
O  -2.794  0.564  -1.504
O  -0.580  1.524  -1.396
C  0.931  -1.402  -1.648
N  -0.288  -1.892  -0.971
C  0.078  -3.050  -0.154
N  0.680  -4.132  -0.954
C  1.862  -3.585  -1.636
N  1.542  -2.442  -2.490
C  0.545  -2.863  -3.482
N  -0.668  -3.400  -2.851
C  -1.239  -2.337  -2.009
C  -0.285  -4.517  -1.991
H  1.653  -1.099  -0.889
H  0.669  -0.543  -2.260
H  -0.818  -3.441  0.333
H  0.788  -2.729  0.609
H  2.306  -4.375  -2.246
H  2.587  -3.270  -0.882
H  0.983  -3.633  -4.123
H  0.267  -2.000  -4.088
H  -2.137  -2.722  -1.521
H  -1.512  -1.495  -2.634
H  0.161  -5.304  -2.605
H  -1.181  -4.916  -1.508
C  1.487  4.118  1.377
N  0.555  4.439  0.311
C  0.848  5.137  -0.842
C  -0.285  5.117  -1.588
N  -1.274  4.423  -0.925
C  -0.741  4.013  0.222
S  -1.531  3.134  1.500
H  2.349  4.778  1.299
H  1.812  3.082  1.310
H  1.000  4.253  2.339
H  1.817  5.576  -1.010
H  -0.463  5.537  -2.566
H  -2.054  3.421  -1.811


Record 3
Here is one molecule with the formula C15H22O4S from the Open Molecules 2025 dataset. Energies are from ωB97M-V with the def2-TZVPD basis set.

Calculated values
Multiplicity: 1
Kohn-Sham gap (eV): 9.051
LUMO level (eV): 0.209

CARTESIAN COORDINATES (ANGSTROEM)
C  -0.673  -3.613  -1.996
C  0.165  -3.394  -0.744
C  -0.237  -2.114  -0.015
C  0.670  -1.831  1.170
H  0.300  -1.001  1.765
H  0.789  -2.711  1.800
S  2.387  -1.438  0.556
O  3.293  -2.154  1.454
C  2.464  0.336  1.124
C  1.644  1.249  0.235
C  2.095  2.721  0.368
O  3.448  2.922  0.075
C  3.774  2.853  -1.296
H  3.728  1.828  -1.678
H  4.795  3.219  -1.381
H  3.107  3.486  -1.892
H  1.963  3.036  1.407
H  1.454  3.339  -0.279
H  1.733  0.938  -0.815
O  0.271  1.158  0.610
C  -0.643  1.297  -0.366
O  -0.352  1.532  -1.514
C  -2.025  1.094  0.123
C  -3.052  1.040  -0.817
C  -4.355  0.830  -0.407
C  -4.639  0.675  0.941
C  -3.620  0.733  1.879
C  -2.315  0.941  1.476
H  -1.519  0.994  2.202
H  -3.846  0.615  2.929
H  -5.657  0.510  1.262
H  -5.150  0.786  -1.136
H  -2.806  1.163  -1.860
H  2.145  0.394  2.163
H  3.515  0.617  1.058
H  -0.194  -1.276  -0.715
H  -1.272  -2.195  0.328
H  1.222  -3.333  -1.014
H  0.045  -4.245  -0.070
H  -1.728  -3.688  -1.741
H  -0.376  -4.529  -2.500
H  -0.548  -2.783  -2.688


| no. | DFT total energy (eV) |
| --- | --- |
| 1 | -76337.5480 |
| 2 | -72290.9186 |
| 3 | -34936.4364 |